C8H14N2OS as an isolated structure, computed with ωB97M-V/def2-TZVPD.

Calculated values
- LUMO: 0.662 eV
- Orbital gap: 0.2812 hartree
- HOMO level: -6.991 eV
- Multiplicity: 1
- Strongest force on any atom: 4.61 eV/A

XYZ file:
```
26
Properties=species:S:1:pos:R:3:forces:R:3:lowdin_charge:R:1
C -2.169219 1.025262 -0.134838 -1.884 0.428 1.814 -0.088
C -1.048812 0.859777 0.663132 -0.193 -0.444 -3.046 -0.386
C -1.129521 -0.564059 -1.430684 0.824 2.344 3.795 -0.690
C 1.722241 0.743841 1.413784 2.499 1.826 -1.819 -0.047
C 1.412460 -1.636351 0.757640 1.268 4.046 1.150 0.002
C 1.872686 0.124651 -1.075157 3.302 -1.279 -0.324 -0.076
C -3.327163 0.276704 -2.112132 -0.310 0.918 -0.001 -0.022
C 1.204306 -0.144797 0.291826 0.704 -0.483 0.347 -0.606
N -2.191856 0.166040 -1.213003 0.275 -0.962 0.222 -0.203
N -0.155487 0.070794 0.071543 -4.309 -0.388 -1.589 0.087
O -0.887870 1.613584 1.741778 1.112 -0.570 1.156 0.097
S -0.475469 -1.565009 -2.419479 0.420 -1.757 -1.924 0.751
H -3.194729 1.160074 0.268701 0.974 0.380 -0.012 0.117
H 1.136496 0.624933 2.308756 0.087 0.279 0.343 0.072
H 2.777971 0.374361 1.526102 -0.894 0.454 0.473 0.090
H 1.886472 1.868591 1.039999 -0.859 -2.306 1.090 0.137
H 0.851977 -1.964325 1.580782 -1.120 0.064 1.203 0.077
H 2.429230 -1.599409 1.056094 1.195 -0.877 0.054 0.070
H 1.217707 -2.198263 -0.034562 -0.524 -2.866 -3.310 0.008
H 3.018865 0.262553 -1.056101 -1.536 0.229 0.701 0.107
H 1.883199 -0.806863 -1.662837 -0.535 0.463 0.066 0.023
H 1.496801 0.923352 -1.710405 -0.431 0.072 0.448 0.082
H -2.917449 0.998026 -2.835585 -1.236 0.242 -0.033 0.108
H -3.499197 -0.621645 -2.651974 0.032 -0.985 -0.265 0.065
H -4.310057 0.547354 -1.566585 1.964 -0.069 -0.870 0.126
H -1.483959 2.318996 1.562770 -0.826 1.240 0.330 0.100
```
Forces are in eV/Å.

=====

C8H14N2OS in the gas phase, computed with ωB97M-V/def2-TZVPD.

Calculated values
- LUMO: 0.749 eV
- Orbital gap: 0.3509 hartree
- HOMO level: -8.799 eV
- Multiplicity: 1
- Strongest force on any atom: 7.12 eV/A

XYZ file:
```
26
Properties=species:S:1:pos:R:3:forces:R:3:lowdin_charge:R:1
C -0.731083 2.247245 0.651126 0.950 0.614 2.433 -0.139
C 1.310352 1.874478 -0.901182 -0.582 -0.587 -0.667 -0.114
C -1.370055 0.945926 1.221169 -0.055 0.375 -1.197 -0.134
C 0.762315 1.983136 0.428423 0.324 0.807 3.175 -0.298
C -0.194648 -0.475932 -0.624402 2.713 4.203 5.066 -0.089
C -0.772768 -1.396642 0.374146 0.873 0.133 0.856 -0.323
C 1.187717 0.652434 -0.088932 -1.888 -3.705 -0.769 -0.404
C -1.566021 -2.570378 -0.188197 -2.436 -1.103 3.202 -0.055
N -1.409103 -0.120418 0.134596 -0.514 0.787 -0.125 -0.051
N 2.802517 -1.131228 -1.036695 2.971 2.416 2.003 -0.158
O 2.306238 -1.032802 1.626931 -0.178 -0.344 0.144 -0.512
S 2.671996 -0.232280 0.456854 -0.610 0.165 -1.571 0.906
H -0.958373 2.577359 -0.315791 -1.803 0.251 -1.303 0.081
H -0.898541 3.162263 1.377981 0.382 -1.920 -1.328 0.150
H 0.549754 1.852580 -1.631697 -0.223 0.528 -1.430 0.108
H 2.237582 2.330371 -1.034931 1.346 0.492 -0.812 0.099
H -0.608203 0.669706 2.002295 -1.264 -0.118 -0.136 0.125
H -2.454248 1.147966 1.576575 1.977 -0.696 -0.350 0.135
H 1.467374 2.491307 1.138223 -0.727 -0.740 -0.419 0.158
H -0.203004 -0.550211 -1.638304 -0.303 -0.232 -2.752 0.091
H -0.147595 -1.326076 1.316079 -0.941 -1.227 -0.972 0.143
H -1.846897 -2.334583 -1.183430 -0.267 0.172 -0.950 0.045
H -2.633668 -2.698710 0.433496 2.741 0.495 -1.534 0.134
H -1.140404 -3.594964 -0.150000 0.268 0.861 0.018 0.069
H 3.692882 -1.617619 -1.010125 -0.014 0.131 -0.045 0.037
H 2.141270 -1.729445 -1.373827 -2.740 -1.758 -0.537 -0.004
```
Forces are in eV/Å.

=====

A 2-piece molecular cluster, C8H14N2P2 overall, computed with ωB97M-V/def2-TZVPD.

Calculated values
- LUMO (alpha / beta): 0.650 / 0.650 eV
- Orbital gap (alpha / beta): 0.2839 / 0.2838 hartree
- HOMO level (alpha / beta): -7.075 / -7.074 eV
- Multiplicity: 1
- Strongest force on any atom: 3.48 eV/A

XYZ file:
```
26
Properties=species:S:1:pos:R:3:forces:R:3:lowdin_charge:R:1
C -2.818337 -0.692852 -1.932795 0.066 -0.461 -0.044 -0.081
C -3.080120 0.533506 -1.204558 0.093 0.251 0.268 -0.073
C -2.034905 -1.486923 -1.196965 -0.051 0.013 -0.015 -0.071
C -2.441681 0.498885 -0.030189 0.069 0.137 0.100 -0.067
C -1.740095 -0.820006 0.116170 -0.121 0.091 -0.329 -0.317
C 3.082775 0.188083 -2.642643 -0.029 -0.075 0.503 -0.369
C 1.482728 0.822051 3.600457 -0.053 -0.152 -0.229 -0.355
C -0.296469 -0.810621 0.489967 1.548 0.875 -1.253 -0.223
N 0.781687 -0.317662 -1.439903 -3.028 -0.641 1.580 -0.332
N 0.161194 0.111948 1.387978 -0.625 -0.134 -0.667 -0.268
P 2.248589 -0.309520 -1.025926 1.561 0.041 -0.937 0.639
P 1.800943 0.097246 1.918143 0.197 0.123 1.340 0.751
H -3.209637 -0.900372 -2.912220 0.010 -0.116 -0.176 0.100
H -3.697968 1.331924 -1.575814 -0.085 0.177 0.018 0.101
H -1.638153 -2.449687 -1.455076 0.073 -0.192 -0.140 0.108
H -2.464984 1.247268 0.741681 -0.068 0.183 0.097 0.098
H -2.256559 -1.386494 0.911296 0.055 -0.001 0.011 0.170
H 2.360434 0.093616 -3.449784 -0.038 -0.008 0.000 0.005
H 3.406989 1.225536 -2.556142 0.090 0.060 -0.042 0.004
H 3.953983 -0.436485 -2.829719 0.134 -0.031 -0.041 0.000
H 2.442268 1.039352 4.065373 0.074 0.055 0.065 0.020
H 0.951764 0.102031 4.221351 0.009 -0.029 0.018 0.021
H 0.899620 1.740903 3.538525 -0.004 0.027 0.070 0.022
H 0.183419 -1.775934 0.569167 0.072 -0.068 -0.073 0.100
H -0.282521 1.020537 1.312574 -0.099 -0.157 0.041 0.093
H 2.205034 1.333669 1.379051 0.148 0.032 -0.166 -0.076
```
Forces are in eV/Å.

=====

What did the first record say?
C8H14N2OS as an isolated structure, computed with ωB97M-V/def2-TZVPD.

Calculated values
- LUMO: 0.662 eV
- Orbital gap: 0.2812 hartree
- HOMO level: -6.991 eV
- Multiplicity: 1
- Strongest force on any atom: 4.61 eV/A

XYZ file:
```
26
Properties=species:S:1:pos:R:3:forces:R:3:lowdin_charge:R:1
C -2.169219 1.025262 -0.134838 -1.884 0.428 1.814 -0.088
C -1.048812 0.859777 0.663132 -0.193 -0.444 -3.046 -0.386
C -1.129521 -0.564059 -1.430684 0.824 2.344 3.795 -0.690
C 1.722241 0.743841 1.413784 2.499 1.826 -1.819 -0.047
C 1.412460 -1.636351 0.757640 1.268 4.046 1.150 0.002
C 1.872686 0.124651 -1.075157 3.302 -1.279 -0.324 -0.076
C -3.327163 0.276704 -2.112132 -0.310 0.918 -0.001 -0.022
C 1.204306 -0.144797 0.291826 0.704 -0.483 0.347 -0.606
N -2.191856 0.166040 -1.213003 0.275 -0.962 0.222 -0.203
N -0.155487 0.070794 0.071543 -4.309 -0.388 -1.589 0.087
O -0.887870 1.613584 1.741778 1.112 -0.570 1.156 0.097
S -0.475469 -1.565009 -2.419479 0.420 -1.757 -1.924 0.751
H -3.194729 1.160074 0.268701 0.974 0.380 -0.012 0.117
H 1.136496 0.624933 2.308756 0.087 0.279 0.343 0.072
H 2.777971 0.374361 1.526102 -0.894 0.454 0.473 0.090
H 1.886472 1.868591 1.039999 -0.859 -2.306 1.090 0.137
H 0.851977 -1.964325 1.580782 -1.120 0.064 1.203 0.077
H 2.429230 -1.599409 1.056094 1.195 -0.877 0.054 0.070
H 1.217707 -2.198263 -0.034562 -0.524 -2.866 -3.310 0.008
H 3.018865 0.262553 -1.056101 -1.536 0.229 0.701 0.107
H 1.883199 -0.806863 -1.662837 -0.535 0.463 0.066 0.023
H 1.496801 0.923352 -1.710405 -0.431 0.072 0.448 0.082
H -2.917449 0.998026 -2.835585 -1.236 0.242 -0.033 0.108
H -3.499197 -0.621645 -2.651974 0.032 -0.985 -0.265 0.065
H -4.310057 0.547354 -1.566585 1.964 -0.069 -0.870 0.126
H -1.483959 2.318996 1.562770 -0.826 1.240 0.330 0.100
```
Forces are in eV/Å.

=====

Number 2 is which compound?
C8H14N2OS

=====

Copy entry 1 word for word.
C8H14N2OS as an isolated structure, computed with ωB97M-V/def2-TZVPD.

Calculated values
- LUMO: 0.662 eV
- Orbital gap: 0.2812 hartree
- HOMO level: -6.991 eV
- Multiplicity: 1
- Strongest force on any atom: 4.61 eV/A

XYZ file:
```
26
Properties=species:S:1:pos:R:3:forces:R:3:lowdin_charge:R:1
C -2.169219 1.025262 -0.134838 -1.884 0.428 1.814 -0.088
C -1.048812 0.859777 0.663132 -0.193 -0.444 -3.046 -0.386
C -1.129521 -0.564059 -1.430684 0.824 2.344 3.795 -0.690
C 1.722241 0.743841 1.413784 2.499 1.826 -1.819 -0.047
C 1.412460 -1.636351 0.757640 1.268 4.046 1.150 0.002
C 1.872686 0.124651 -1.075157 3.302 -1.279 -0.324 -0.076
C -3.327163 0.276704 -2.112132 -0.310 0.918 -0.001 -0.022
C 1.204306 -0.144797 0.291826 0.704 -0.483 0.347 -0.606
N -2.191856 0.166040 -1.213003 0.275 -0.962 0.222 -0.203
N -0.155487 0.070794 0.071543 -4.309 -0.388 -1.589 0.087
O -0.887870 1.613584 1.741778 1.112 -0.570 1.156 0.097
S -0.475469 -1.565009 -2.419479 0.420 -1.757 -1.924 0.751
H -3.194729 1.160074 0.268701 0.974 0.380 -0.012 0.117
H 1.136496 0.624933 2.308756 0.087 0.279 0.343 0.072
H 2.777971 0.374361 1.526102 -0.894 0.454 0.473 0.090
H 1.886472 1.868591 1.039999 -0.859 -2.306 1.090 0.137
H 0.851977 -1.964325 1.580782 -1.120 0.064 1.203 0.077
H 2.429230 -1.599409 1.056094 1.195 -0.877 0.054 0.070
H 1.217707 -2.198263 -0.034562 -0.524 -2.866 -3.310 0.008
H 3.018865 0.262553 -1.056101 -1.536 0.229 0.701 0.107
H 1.883199 -0.806863 -1.662837 -0.535 0.463 0.066 0.023
H 1.496801 0.923352 -1.710405 -0.431 0.072 0.448 0.082
H -2.917449 0.998026 -2.835585 -1.236 0.242 -0.033 0.108
H -3.499197 -0.621645 -2.651974 0.032 -0.985 -0.265 0.065
H -4.310057 0.547354 -1.566585 1.964 -0.069 -0.870 0.126
H -1.483959 2.318996 1.562770 -0.826 1.240 0.330 0.100
```
Forces are in eV/Å.